[1]
Here is a molecular structure, C34H28N3O8SW in a non-equilibrium geometry from the Open Molecules 2025 dataset. Energies are from ωB97M-V/def2-TZVPD.

XYZ file:
```
75
Properties=species:S:1:pos:R:3:mulliken_charge:R:1
W -1.838 -0.685 0.707 3.35
S -2.312 2.588 3.719 -0.44
C -0.646 2.638 3.342 -0.74
C -0.299 1.688 2.413 -0.06
C -1.403 0.914 2.009 -0.63
C -2.570 1.285 2.633 0.24
C -3.854 0.650 2.399 1.40
C -5.053 1.000 3.012 -0.85
C -6.198 0.296 2.680 -0.35
C -6.120 -0.731 1.750 -1.04
C -4.891 -1.014 1.188 -0.23
N -3.757 -0.348 1.491 0.02
H -0.004 3.363 3.820 0.48
H 0.694 1.552 2.043 0.18
H -5.105 1.803 3.735 0.41
H -7.146 0.547 3.142 0.41
H -6.997 -1.299 1.469 0.40
H -4.784 -1.804 0.461 0.58
C -2.981 -0.565 -3.280 -2.11
C -1.956 -0.218 -2.212 2.23
C -0.618 -0.007 -2.795 -1.00
O -1.942 -1.283 -1.234 -0.70
C -2.424 1.046 -1.451 0.26
O -2.430 2.103 -2.069 -0.72
O -2.732 0.789 -0.242 -0.75
H -2.731 -1.517 -3.760 0.42
H -3.041 0.207 -4.048 0.36
H -3.977 -0.688 -2.842 0.41
H -0.254 -0.926 -3.274 0.42
H 0.086 0.250 -2.025 -1.08
H -0.623 0.789 -3.537 0.61
H -1.011 -1.778 -1.317 0.55
C 2.199 -1.317 0.725 -0.08
C 1.076 -2.266 0.644 -0.18
N -0.263 -2.050 0.669 -0.21
C -0.800 -3.319 0.540 0.33
C 0.181 -4.293 0.459 0.39
N 1.338 -3.582 0.527 -0.12
C 0.239 -5.745 0.321 0.56
O -0.912 -6.392 0.264 -0.58
O 1.298 -6.339 0.264 -0.65
C -2.263 -3.481 0.490 0.38
O -2.726 -4.634 0.395 -0.98
O -2.899 -2.397 0.543 -0.41
H 1.842 -0.311 0.817 -0.85
H 2.822 -1.378 -0.170 0.27
H 2.822 -1.539 1.599 0.49
H 2.254 -4.002 0.485 0.32
H -1.718 -5.785 0.312 0.43
O -1.556 -1.300 2.312 -0.92
C -0.079 0.334 0.015 -0.84
C 1.045 0.917 -0.336 -1.85
C 2.283 1.465 -0.598 1.90
C 2.776 1.749 -1.983 -0.11
C 3.449 2.958 -2.222 -0.38
C 3.937 3.273 -3.486 -0.74
C 3.767 2.386 -4.539 -0.39
C 3.110 1.183 -4.322 -0.96
C 2.621 0.868 -3.056 -0.04
C 3.156 1.787 0.566 0.55
C 4.531 1.515 0.490 -0.21
C 5.380 1.805 1.554 -0.79
C 4.873 2.372 2.716 -0.50
C 3.515 2.649 2.810 -0.51
C 2.664 2.360 1.746 -0.53
H 3.589 3.675 -1.419 0.40
H 4.450 4.216 -3.649 0.37
H 4.147 2.630 -5.526 0.35
H 2.978 0.483 -5.142 0.37
H 2.134 -0.075 -2.924 0.44
H 4.952 1.063 -0.403 0.41
H 6.439 1.584 1.476 0.39
H 5.534 2.596 3.547 0.37
H 3.114 3.093 3.716 0.35
H 1.621 2.598 1.850 0.74
```

As for the total energy: -2543.8914 a.u. Its largest force on an atom is 6.9 eV/A. The energy above the lowest of the compared OMol25 structures with the same formula, charge and spin is 517.0 kJ/mol. The calculation puts the HOMO energy at -2.871 eV. Its charge is -1. As for the HOMO-LUMO gap: 0.18259 Ha. Its LUMO energy is 0.0771 hartree.

---

[2]
Here is a molecular structure, C34H29As2N5O2Se2SnTe2 from the Open Molecules 2025 dataset. Energies are from ωB97M-V/def2-TZVPD.

XYZ file:
```
77
Properties=species:S:1:pos:R:3:mulliken_charge:R:1
Sn 0.864 -1.117 1.729 1.37
C -2.649 0.770 -0.793 -1.18
C -2.800 -0.738 -0.994 -1.17
As -1.625 -1.891 0.105 1.54
C -2.515 -1.823 1.839 0.03
C -2.975 -2.968 2.484 -0.71
C -3.471 -2.895 3.777 -0.71
C -3.500 -1.681 4.449 -0.54
C -3.023 -0.538 3.825 -0.91
C -2.527 -0.610 2.531 0.24
C -2.199 -3.617 -0.564 0.06
C -1.227 -4.515 -0.993 -0.60
C -1.585 -5.774 -1.459 -0.57
C -2.924 -6.133 -1.501 -0.48
C -3.902 -5.238 -1.085 -0.71
C -3.542 -3.985 -0.615 -0.08
As -0.822 1.379 -0.326 0.80
C 0.039 1.241 -2.075 0.38
C 0.326 -0.035 -2.560 -0.11
C 0.930 -0.206 -3.797 -0.90
C 1.275 0.902 -4.559 -0.54
C 1.031 2.176 -4.068 -0.77
C 0.419 2.346 -2.832 -0.39
C -1.193 3.292 -0.234 0.13
C -0.640 3.998 0.830 -0.74
C -0.866 5.361 0.971 -0.59
C -1.656 6.029 0.048 -0.45
C -2.217 5.333 -1.016 -0.75
C -1.986 3.973 -1.156 -0.04
H -3.279 1.104 0.035 0.53
H -2.987 1.294 -1.688 0.57
H -2.555 -1.013 -2.021 0.54
H -3.829 -1.047 -0.808 0.62
H -2.932 -3.926 1.982 0.43
H -3.822 -3.794 4.267 0.40
H -3.889 -1.628 5.458 0.38
H -3.030 0.411 4.346 0.44
H -2.146 0.291 2.062 0.29
H -0.183 -4.228 -0.962 0.22
H -0.816 -6.470 -1.764 0.48
H -3.208 -7.114 -1.857 0.38
H -4.946 -5.521 -1.118 0.39
H -4.308 -3.298 -0.275 0.28
H 0.099 -0.908 -1.958 0.23
H 1.138 -1.204 -4.162 0.47
H 1.742 0.772 -5.527 0.39
H 1.314 3.045 -4.648 0.43
H 0.249 3.347 -2.457 0.39
H -0.029 3.473 1.556 0.42
H -0.428 5.900 1.802 0.40
H -1.835 7.091 0.155 0.37
H -2.835 5.852 -1.737 0.39
H -2.419 3.445 -1.997 0.27
O 2.622 0.686 3.150 -0.22
N 3.461 1.517 2.516 -0.82
N 3.384 1.399 1.256 1.26
O 2.675 0.563 0.625 -0.53
C 4.173 2.332 0.471 0.14
C 4.632 3.516 1.026 -0.26
C 5.389 4.367 0.239 -0.56
C 5.671 4.036 -1.081 -0.43
C 5.186 2.855 -1.621 -0.62
C 4.425 1.993 -0.846 -0.37
H 4.394 3.760 2.051 0.46
H 5.758 5.292 0.660 0.38
H 6.265 4.705 -1.689 0.39
H 5.400 2.594 -2.649 0.40
H 4.027 1.069 -1.240 0.48
Se 0.792 -3.096 3.759 -0.46
Te 0.981 -1.262 5.380 -0.10
Te 3.492 -0.395 4.796 0.35
Se 4.491 -2.113 3.563 -0.32
N 2.085 -2.384 0.511 -0.46
C 2.477 -3.464 0.240 0.67
N 3.045 -4.505 -0.136 -0.69
C 2.666 -5.670 -0.591 0.53
N 2.406 -6.707 -1.032 -0.55
```

As for the total energy: -11761.9048 a.u. Its largest force on an atom is 0.7 eV/A. The energy above the lowest of the compared OMol25 structures with the same formula, charge and spin is 59.6 kJ/mol. The calculation puts the HOMO energy at -7.724 eV. Its charge is 0. As for the HOMO-LUMO gap: 0.24003 Ha. Its LUMO energy is -0.0438 hartree.

---

[3]
Here is a molecular structure, C34H29BCrO7 in a non-equilibrium geometry from the Open Molecules 2025 dataset. Energies are from ωB97M-V/def2-TZVPD.

XYZ file:
```
72
Properties=species:S:1:pos:R:3:mulliken_charge:R:1
C -2.440 2.720 4.735 -1.19
C -2.426 2.411 3.314 0.54
C -3.395 1.757 2.549 -0.86
C -2.964 1.773 1.231 -0.89
C -1.662 2.456 1.172 2.34
B 1.054 -1.613 2.227 0.82
O 0.540 -1.533 3.527 -0.46
C 0.863 -2.870 4.033 -0.58
C 1.611 -3.689 2.893 0.94
C 2.014 -5.073 3.350 -2.00
C 2.881 -2.841 2.454 -0.69
O 2.445 -1.508 2.045 -0.37
C 0.613 -3.715 1.658 -0.70
O 0.320 -2.330 1.252 -0.35
O -1.376 2.815 2.570 -0.46
H -3.479 2.827 5.064 0.40
H -1.994 1.895 5.309 0.29
H -1.890 3.643 4.962 0.36
H -4.313 1.323 2.942 0.53
H -3.466 1.354 0.362 0.63
H 1.509 -2.769 4.925 0.36
H -0.075 -3.379 4.312 0.35
H 2.545 -5.596 2.546 0.43
H 2.681 -4.994 4.219 0.43
H 1.131 -5.658 3.635 0.43
H 3.583 -2.734 3.302 0.40
H 3.391 -3.325 1.603 0.32
H 1.059 -4.246 0.799 0.34
H -0.339 -4.198 1.945 0.42
O 1.107 -1.817 -6.816 -0.13
C 0.436 -1.786 -5.867 0.55
Cr -0.423 -1.604 -4.165 -0.36
C 0.595 -0.030 -3.995 0.47
O 1.340 0.847 -3.799 -0.16
C 1.149 -2.315 -3.396 0.53
O 2.199 -2.620 -2.988 -0.17
C -2.121 -2.912 -4.667 -0.63
C -2.437 -1.592 -5.023 -0.78
C -2.270 -0.561 -4.098 0.25
C -1.820 -0.831 -2.787 0.82
C -1.387 0.257 -1.901 -0.19
C -0.931 1.084 -1.138 -1.74
C -0.265 1.940 -0.134 3.18
C 1.217 1.603 -0.062 -0.16
C 1.644 0.287 -0.272 0.04
C 2.995 -0.010 -0.441 -1.10
C 3.953 1.001 -0.343 -0.89
C 3.544 2.301 -0.031 -0.98
C 2.185 2.594 0.134 -0.43
C -0.527 3.364 -0.507 -1.43
C -1.531 3.713 0.357 -0.28
C -2.068 4.986 0.413 -0.61
C -1.574 5.907 -0.528 -0.79
C -0.582 5.546 -1.451 -0.79
C -0.019 4.254 -1.441 0.01
C -1.518 -2.162 -2.440 -0.63
C -1.683 -3.197 -3.371 -0.51
H -2.223 -3.719 -5.399 0.55
H -2.781 -1.362 -6.032 0.57
H -2.457 0.478 -4.379 0.70
H 0.915 -0.518 -0.340 0.87
H 3.291 -1.032 -0.682 0.48
H 5.009 0.778 -0.505 0.49
H 4.272 3.103 0.077 0.46
H 1.874 3.610 0.381 0.59
H -0.741 1.660 0.932 -0.17
H -2.819 5.246 1.155 0.55
H -1.970 6.925 -0.537 0.45
H -0.239 6.282 -2.185 0.47
H 0.781 3.970 -2.128 0.57
H -1.109 -2.350 -1.443 0.93
H -1.433 -4.222 -3.090 0.59
```

As for the total energy: -2907.8207 a.u. As for the multiplicity: 4. Its largest force on an atom is 8.0 eV/A. The energy above the lowest of the compared OMol25 structures with the same formula, charge and spin is 12.7 kJ/mol. The calculation puts the HOMO energy (spin up / spin down) at -15.096 / -15.900 eV. Its charge is +3. As for the HOMO-LUMO gap (spin up / spin down): 0.19401 / 0.12111 Ha. Its LUMO energy (spin up / spin down) is -0.3608 / -0.4632 hartree.

---

[4]
Here is a molecular structure, C34H29CaN2O3PS3 in a non-equilibrium geometry from the Open Molecules 2025 dataset. Energies are from ωB97M-V/def2-TZVPD.

XYZ file:
```
73
Properties=species:S:1:pos:R:3:mulliken_charge:R:1
Ca -0.400 0.363 0.823 0.91
S -1.502 1.913 2.846 -0.49
C -0.168 2.702 3.713 0.16
C -0.512 3.600 4.734 -0.55
C 0.428 4.257 5.510 -0.46
C 1.779 4.020 5.279 -0.47
C 2.143 3.145 4.269 -0.48
C 1.208 2.482 3.461 0.30
S 1.844 1.471 2.146 -0.51
H -1.569 3.774 4.904 0.34
H 0.107 4.947 6.284 0.31
H 2.542 4.515 5.870 0.30
H 3.192 2.958 4.068 0.32
C -4.060 1.951 -6.490 -0.36
C -3.500 0.682 -6.476 -0.68
C -2.882 0.200 -5.327 0.12
C -2.818 0.968 -4.166 -0.26
C -3.398 2.239 -4.194 -0.24
C -4.003 2.731 -5.341 -0.60
P -2.034 0.452 -2.567 0.01
C -1.654 -1.314 -2.926 0.68
C -0.363 -1.826 -2.869 -0.33
C -0.131 -3.189 -3.017 -0.58
C -1.187 -4.061 -3.228 -0.40
C -2.485 -3.563 -3.276 -0.64
C -2.712 -2.207 -3.116 -0.55
C -0.381 1.234 -2.691 0.19
C 0.109 1.734 -3.902 -0.40
C 1.362 2.329 -3.947 -0.55
C 2.109 2.405 -2.777 -0.72
C 1.604 1.888 -1.590 -0.18
C 0.334 1.285 -1.472 -0.11
H -4.535 2.330 -7.387 0.35
H -3.531 0.062 -7.365 0.37
H -2.434 -0.785 -5.338 0.37
H -3.366 2.853 -3.300 0.37
H -4.437 3.724 -5.335 0.37
H 0.467 -1.152 -2.690 0.31
H 0.882 -3.565 -2.948 0.37
H -1.006 -5.124 -3.325 0.33
H -3.323 -4.237 -3.409 0.37
H -3.731 -1.833 -3.120 0.42
H -0.477 1.669 -4.812 0.27
H 1.745 2.730 -4.880 0.34
H 3.090 2.873 -2.789 0.34
H 2.219 1.978 -0.697 0.23
N 2.322 -1.715 2.666 0.49
C 1.829 -2.407 3.702 -0.32
C 1.937 -3.743 3.383 -0.55
C 2.506 -3.736 2.095 -0.33
N 2.733 -2.504 1.663 -0.87
H 2.297 -0.696 2.558 0.23
H 1.424 -1.895 4.559 0.48
H 1.626 -4.587 3.976 0.35
H 2.755 -4.573 1.460 0.43
C -6.155 -2.732 5.310 -1.45
C -5.065 -2.598 4.279 1.08
C -4.905 -3.552 3.281 -0.64
C -3.886 -3.444 2.342 -0.43
C -3.018 -2.368 2.403 -0.37
C -3.160 -1.397 3.390 -0.34
C -4.180 -1.522 4.318 -0.94
S -1.755 -2.149 1.191 1.67
O -1.594 -3.404 0.508 -0.76
O -0.570 -1.665 1.925 -0.43
O -2.227 -1.022 0.352 -0.70
H -7.023 -3.254 4.904 0.36
H -6.481 -1.754 5.666 0.36
H -5.809 -3.298 6.180 0.27
H -5.589 -4.394 3.232 0.32
H -3.756 -4.185 1.564 0.48
H -2.485 -0.546 3.424 0.36
H -4.288 -0.759 5.082 0.37
```

As for the total energy: -3861.9646 a.u. Its largest force on an atom is 1.3 eV/A. The calculation puts the HOMO energy at -1.384 eV. Its charge is -2. As for the HOMO-LUMO gap: 0.20266 Ha. Its LUMO energy is 0.1518 hartree.